# 1
Entry from OMol25: a cluster of 2 separate species, C8H10 in total at a distorted geometry (wB97M-V/def2-TZVPD).

## Properties
Structure (SMILES)   c1ccccc1.C=C
E_HOMO   -0.309 hartree
Kohn-Sham gap   9.14 eV
Energy relative to the best compared isomer or geometry (same formula, charge and spin)   387.5 kJ/mol
Max |F|   7.14 eV/Å

XYZ file:
```
18
Properties=species:S:1:pos:R:3:forces:R:3
C -0.070 0.088 1.007 2.2 4.1 5.4
C -0.662 -1.117 0.820 1.8 -4.6 0.8
C -1.691 -1.319 -0.033 -1.3 2.7 -3.1
C -2.055 -0.026 -0.623 -3.1 -3.8 -0.6
C -1.570 1.161 -0.227 -1.2 5.6 -2.4
C -0.539 1.343 0.672 -1.5 -0.8 -0.8
H 0.744 0.331 1.765 -0.7 -1.9 -0.9
H -0.068 -2.042 1.151 -1.0 1.5 0.0
H -2.126 -2.233 -0.571 0.9 1.2 1.7
H -2.978 -0.087 -1.276 1.4 0.5 0.4
H -1.967 2.164 -0.820 0.7 -2.7 1.6
H -0.208 2.360 1.006 0.0 -1.5 -0.4
C 2.865 -0.064 -0.263 -1.4 -0.8 -0.5
C 1.540 -0.191 -0.586 3.1 2.0 -1.8
H 3.308 0.953 -0.307 -0.1 -1.0 0.1
H 3.500 -0.957 -0.008 -0.7 1.2 -0.1
H 1.029 0.698 -1.016 0.6 -0.8 0.4
H 0.949 -1.060 -0.689 0.3 -0.9 -0.1
```
Forces are in eV/Å.

# 2
Entry from OMol25: an isolated molecule of C8H10 at a distorted geometry (wB97M-V/def2-TZVPD).

## Properties
Structure (SMILES)   C[C@H]1CC=C2[C@H]3C[C@@]231
E_HOMO   -0.279 hartree
Kohn-Sham gap   8.69 eV
Energy relative to the best compared isomer or geometry (same formula, charge and spin)   602.2 kJ/mol
Max |F|   4.29 eV/Å

XYZ file:
```
18
Properties=species:S:1:pos:R:3:forces:R:3
C -1.216 -1.457 0.219 0.3 0.8 -0.2
C 0.073 -0.623 0.491 0.4 -1.1 2.6
C 1.304 -0.744 -0.359 0.2 -1.7 -3.9
C 1.975 0.577 -0.423 0.5 -1.9 -1.1
C 1.428 1.590 0.115 -1.8 1.6 1.5
C 0.331 2.163 0.828 0.3 1.9 1.9
C -0.800 1.960 -0.129 -2.5 -1.4 2.6
C -0.165 0.842 0.642 0.2 0.6 -1.4
H -1.984 -0.775 0.496 -1.0 0.5 0.2
H -1.402 -2.313 0.903 0.7 0.2 -0.9
H -1.398 -1.626 -0.856 0.3 -0.5 0.5
H 0.474 -1.044 1.435 -0.5 0.5 0.2
H 1.004 -1.073 -1.472 0.7 0.6 2.0
H 2.073 -1.476 -0.052 -0.7 -0.2 0.1
H 2.836 0.556 -1.031 1.3 0.5 -0.4
H 0.292 2.921 1.692 0.5 -1.2 -1.3
H -1.779 2.142 0.364 0.4 0.4 -0.6
H -0.832 2.048 -1.170 0.7 0.4 -1.5
```
Forces are in eV/Å.

# 3
Entry from OMol25: a structure of composition C8H10AgN4O2SSe3Te (wB97M-V/def2-TZVPD).

## Properties
E_HOMO   -0.149 hartree
Net charge   -1
Kohn-Sham gap   6.07 eV
Energy relative to the best compared isomer or geometry (same formula, charge and spin)   0.0 kJ/mol
Max |F|   0.58 eV/Å

XYZ file:
```
30
Properties=species:S:1:pos:R:3:forces:R:3
Ag -1.098 -0.108 -1.141 -0.4 -0.2 -0.2
Se -3.481 -0.674 -2.028 0.2 -0.1 0.1
Se -2.919 -2.945 -1.992 -0.2 0.1 0.0
Te -1.176 -3.303 -3.785 0.1 0.0 0.0
Se 0.478 -1.475 -3.400 -0.1 0.0 -0.2
O 0.595 -1.722 -0.798 -0.1 0.2 0.6
O 1.419 -1.896 -1.951 0.2 -0.2 -0.3
C -1.266 -3.305 1.276 0.0 -0.2 -0.2
N -1.673 -1.930 1.454 -0.3 0.4 -0.1
C -0.820 -0.927 1.661 0.1 0.0 0.2
N 0.490 -1.268 1.854 0.1 0.2 -0.1
S -1.339 0.687 1.716 0.0 0.0 0.0
H -2.166 -3.911 1.200 0.0 0.0 0.0
H -0.688 -3.628 2.140 0.1 0.0 0.0
H -0.683 -3.414 0.356 0.0 -0.1 0.1
H -2.594 -1.647 1.135 0.2 -0.1 0.0
H 0.853 -1.861 1.091 -0.1 0.1 0.1
H 1.048 -0.425 1.946 -0.1 -0.2 -0.1
N 2.806 4.646 2.372 0.0 0.1 0.1
C 2.279 4.032 1.557 0.0 -0.1 0.0
C 1.630 3.261 0.528 0.0 0.1 0.1
C 0.453 3.727 -0.046 0.1 -0.2 -0.1
C -0.130 2.947 -1.033 0.1 -0.1 0.1
N 0.387 1.789 -1.447 0.1 0.1 0.1
C 1.516 1.348 -0.880 -0.1 0.1 0.0
C 2.180 2.054 0.111 -0.2 0.0 -0.1
H -0.002 4.653 0.270 0.0 0.0 0.0
H -1.058 3.255 -1.500 0.0 0.0 0.0
H 1.873 0.379 -1.213 0.0 0.0 0.0
H 3.087 1.662 0.546 0.0 0.0 0.1
```
Forces are in eV/Å.